Record 1
An isolated molecule of CHNO5 in a non-equilibrium geometry. Source: OMol25; level of theory: ωB97M-V/def2-TZVPD.

The geometry in XYZ format:
```
8
Properties=species:S:1:pos:R:3:forces:R:3
O -0.314502 1.719347 -0.101070 0.628 -1.086 -0.455
C -0.194101 0.545341 -0.010037 0.206 1.239 0.345
O 0.799521 -0.306008 0.180748 1.940 -0.851 -1.150
O 2.115896 0.174467 -0.199408 -0.741 2.010 1.140
N -1.401841 -0.363755 0.209769 0.955 0.823 0.278
O -2.209225 0.173407 0.896024 -1.620 0.068 0.614
O -1.362388 -1.471224 -0.226399 -0.500 -1.088 -0.535
H 2.566642 -0.471574 -0.749627 -0.868 -1.116 -0.236
```
Positions in Å, forces in eV/Å.

Computed properties:
**LUMO**: -0.81 eV
**SMILES**: O=C(OO)[N+](=O)[O-]



Record 2
A structure of composition C16H18AsMnN2O7S2. Source: OMol25; level of theory: ωB97M-V/def2-TZVPD.

The geometry in XYZ format:
```
47
Properties=species:S:1:pos:R:3:forces:R:3
Mn 0.726206 0.458827 -0.252934 0.400 0.251 -0.116
O 0.117830 -2.467035 1.119459 -0.073 -0.005 0.047
As 1.261435 -1.583200 2.161164 0.068 -0.078 -0.347
O 0.995525 -2.077311 3.697030 0.011 0.138 0.026
O 1.108273 0.019100 1.724608 -0.102 -0.201 0.119
C 2.982992 -2.259976 1.540970 0.002 -0.057 0.012
C 3.600143 -3.056349 2.501648 -0.009 -0.006 -0.013
C 4.825744 -3.661254 2.260426 0.018 0.007 -0.033
C 5.448285 -3.478109 1.038443 -0.017 -0.001 0.028
C 4.847749 -2.685185 0.070846 -0.006 0.034 0.009
C 3.627058 -2.067013 0.310463 -0.015 0.022 0.038
S 3.008318 -1.033554 -1.029649 -0.186 0.108 0.124
O 3.870671 -1.308578 -2.149130 -0.065 0.011 -0.038
O 3.037057 0.352766 -0.533220 -0.003 -0.092 -0.083
O 1.589326 -1.406079 -1.219374 0.086 0.016 0.215
H -0.563144 -2.812357 1.709770 0.066 -0.034 0.037
H 3.090931 -3.194177 3.447972 -0.010 0.011 0.000
H 5.283072 -4.274472 3.027305 0.010 -0.003 -0.009
H 6.401492 -3.947569 0.827925 0.000 -0.004 0.012
H 5.318236 -2.532342 -0.889587 -0.006 0.005 -0.006
O -1.360439 0.501725 0.092056 -0.230 -0.048 -0.057
N -1.606118 1.184219 1.203020 0.058 0.009 -0.008
C -2.455047 0.628914 2.092511 0.030 0.009 -0.037
C -2.778082 1.255752 3.261069 -0.013 0.019 0.023
C -2.190309 2.497179 3.527649 -0.009 -0.002 0.015
C -1.312230 3.036043 2.626554 0.031 -0.019 -0.073
C -0.974890 2.378885 1.422402 -0.052 0.046 0.094
S 0.150398 2.984228 0.292249 -0.008 -0.091 0.039
H -2.824333 -0.337561 1.786282 -0.003 -0.002 0.011
H -3.452731 0.776139 3.954220 -0.001 0.004 0.005
H -2.410713 3.020786 4.448943 -0.004 -0.001 0.000
H -0.818478 3.978274 2.813653 -0.004 0.002 0.004
C -2.818014 2.614770 -2.314711 0.026 0.034 0.021
C -2.389484 1.375826 -3.110456 -0.017 -0.051 0.013
C -2.573705 1.594609 -4.615049 -0.017 0.001 0.007
C -3.170835 0.143561 -2.634087 0.040 -0.035 -0.023
C -0.965800 1.141460 -2.824202 -0.065 0.098 0.141
N 0.124679 0.996063 -2.500971 0.124 -0.100 -0.138
H -3.887730 2.777814 -2.459710 -0.013 -0.007 -0.012
H -2.276703 3.500445 -2.648639 0.000 -0.002 0.004
H -2.609239 2.476451 -1.253989 -0.007 -0.018 -0.029
H -3.631857 1.765395 -4.821386 0.003 0.000 -0.003
H -2.246342 0.721535 -5.180013 -0.003 0.000 -0.005
H -2.009381 2.462031 -4.958300 0.002 0.000 0.004
H -4.237380 0.322276 -2.783395 -0.010 0.000 0.001
H -2.970916 -0.040744 -1.578506 -0.021 0.032 -0.014
H -2.881517 -0.742209 -3.201330 -0.007 0.001 -0.005
```
Positions in Å, forces in eV/Å.

Computed properties:
**2S+1**: 6
**Charge**: -1
**LUMO (spin up / spin down)**: 2.56 / 2.56 eV



Record 3
A structure of composition C23H32Cl2IrN3O3Si in a non-equilibrium geometry. Source: OMol25; level of theory: ωB97M-V/def2-TZVPD.

The geometry in XYZ format:
```
65
Properties=species:S:1:pos:R:3:forces:R:3
Ir -0.059806 0.373059 -1.598154 -1.946 1.135 0.872
O -1.272855 4.082526 -0.090981 0.436 -0.505 -0.499
C -1.300879 2.994832 -0.673025 -2.222 -1.531 -0.144
N -0.155170 2.255829 -1.023663 1.704 -0.250 0.248
C 1.058379 3.008499 -0.919399 0.633 -0.887 0.610
C 2.132338 2.017740 -1.184565 0.867 0.839 -1.888
C 3.435950 2.451422 -1.036294 -0.084 0.551 0.418
C 4.486944 1.665770 -1.408260 -1.186 -1.370 -0.133
C 4.117053 0.395331 -1.992930 3.114 1.855 0.144
C 2.843800 0.095460 -2.331815 -0.259 0.338 0.469
N 1.820149 0.903709 -1.878538 1.813 -0.305 -0.399
C -2.409941 2.156869 -1.085557 0.598 3.558 0.724
C -3.647166 2.796225 -1.236810 -0.156 -0.067 0.253
C -4.624721 2.150689 -1.948032 0.951 0.657 0.892
C -4.289339 0.945097 -2.573469 0.719 -2.053 -0.982
C -3.056712 0.355094 -2.331599 -0.816 -0.655 -0.531
N -2.112333 0.946682 -1.591626 0.518 -1.518 -0.679
H 1.238674 3.397873 0.079744 -0.405 -0.030 0.442
H 1.131868 3.932160 -1.521115 -0.271 -0.562 -0.407
H 3.509410 3.466726 -0.655048 0.482 -0.219 0.140
H 5.496582 2.020807 -1.240221 0.055 -0.430 -0.237
H 4.996895 -0.194500 -2.290144 -0.913 -0.197 -0.075
H 2.698811 -0.784866 -2.950202 -0.885 0.177 0.340
H -3.653397 3.815155 -0.807430 -0.578 -0.768 -0.212
H -5.619881 2.476444 -1.948961 -1.173 0.776 -0.405
H -4.957185 0.481897 -3.318713 0.265 0.064 0.811
H -2.742913 -0.660941 -2.601581 -0.635 0.458 -0.541
C 1.338430 0.875827 1.867403 0.528 2.134 0.505
Si 0.203840 -0.229230 0.923591 0.719 -1.410 3.246
C -1.270088 -0.034862 2.278350 0.142 0.463 -1.384
C -2.356091 -0.795862 1.504111 -1.150 -1.207 0.254
C -1.648731 1.475043 2.496977 0.776 -0.348 -2.309
C -1.087723 -0.623225 3.687261 -0.558 -0.004 -0.757
C 1.277915 -1.898795 1.485210 -1.057 1.237 -1.964
C 0.265726 -3.073606 1.529934 -1.096 0.429 0.407
C 2.061161 -1.704702 2.813076 -0.502 -0.508 -0.792
C 2.283443 -2.051063 0.285003 1.690 2.097 2.162
H 2.424695 0.838170 1.690511 -0.316 -0.110 0.167
H 1.073119 0.645427 2.944412 0.694 0.294 -1.272
H 1.029413 1.931694 1.724874 0.251 -0.273 0.179
H -2.503390 -1.821934 1.983841 0.100 1.192 -0.850
H -2.186113 -0.941580 0.398639 -0.076 0.059 1.143
H -3.315291 -0.282295 1.589728 -0.269 -0.017 0.026
H -1.964656 1.932103 1.515941 0.308 -0.322 0.967
H -0.848007 2.103408 2.912481 -0.104 -0.372 -0.101
H -2.480716 1.540309 3.144319 -1.105 0.015 0.862
H -0.757656 -1.649635 3.679265 0.133 -0.338 0.024
H -2.076057 -0.610311 4.197089 0.553 0.203 -0.095
H -0.361009 -0.030084 4.216734 0.110 0.201 0.597
H -0.021136 -3.383315 0.493555 0.333 0.014 0.921
H -0.726012 -2.825122 2.061588 1.572 -0.105 -0.923
H 0.644876 -3.892752 2.145104 0.255 -0.401 -0.413
H 1.427483 -1.361773 3.621834 0.037 0.401 0.038
H 2.992963 -1.113476 2.733500 -0.653 -0.263 -0.012
H 2.290845 -2.718212 3.101714 0.661 -0.529 0.233
H 1.828300 -2.240420 -0.651143 -0.529 -0.459 -0.911
H 3.017290 -2.802024 0.571576 0.109 -0.458 -0.392
H 2.963521 -1.073184 0.147098 -1.583 -1.798 0.421
Cl -0.654629 -3.232312 -5.067779 0.445 -0.229 1.159
C -0.414302 -3.593480 -3.327204 -0.001 -1.449 0.785
Cl 1.084640 -4.670507 -2.915676 -1.453 1.196 -0.663
C -0.415509 -2.385284 -2.418498 -0.859 1.013 -0.111
O -1.241316 -2.300971 -1.505661 0.522 -0.559 -0.457
O 0.347835 -1.431715 -2.772856 0.316 1.664 0.803
H -1.291609 -4.115823 -2.927526 0.431 -0.511 -0.722
```
Positions in Å, forces in eV/Å.

Computed properties:
**2S+1**: 5
**LUMO (spin up / spin down)**: -0.96 / -2.60 eV



Record 4
A cluster of 2 separate species, C6H10 in total. Source: OMol25; level of theory: ωB97M-V/def2-TZVPD.

The geometry in XYZ format:
```
16
Properties=species:S:1:pos:R:3:forces:R:3
C -0.769369 -0.789879 -1.807037 0.048 0.133 0.062
C -0.340378 -0.058393 -0.784991 -0.027 -0.165 -0.131
C -1.048144 0.479363 0.456547 -0.143 0.041 0.030
C 0.326449 0.492073 1.141333 -0.050 0.081 0.343
C 1.201331 1.476228 0.451952 0.044 0.136 -0.004
C 1.009711 0.119084 -0.179892 0.165 -0.197 -0.247
H -0.073183 -1.273230 -2.488283 -0.072 0.116 0.086
H -1.829894 -0.958190 -1.975723 0.136 0.085 0.021
H -1.516732 1.466478 0.371199 0.055 -0.149 0.015
H -1.772083 -0.228196 0.870390 0.140 0.066 -0.070
H 0.538412 0.096010 2.128507 -0.017 0.093 -0.164
H 2.186753 1.609733 0.892604 -0.163 -0.003 -0.105
H 0.776224 2.377144 0.010481 0.042 -0.197 0.022
H 1.860053 -0.532289 -0.360198 -0.151 0.079 0.083
H -0.304080 -2.402304 0.472178 0.015 -0.044 0.070
H -0.034904 -2.418258 1.165658 -0.022 -0.075 -0.012
```
Positions in Å, forces in eV/Å.

Computed properties:
**LUMO**: 1.23 eV
**SMILES**: C=C1C[C@@H]2C[C@H]12.[H][H]



Record 5
An isolated molecule of C7H14NO2PS in a non-equilibrium geometry. Source: OMol25; level of theory: ωB97M-V/def2-TZVPD.

The geometry in XYZ format:
```
26
Properties=species:S:1:pos:R:3:forces:R:3
C -0.877244 2.908766 0.217933 -0.053 -0.347 -0.265
C -1.502230 2.096384 -0.904032 -0.261 0.865 0.040
O -0.976757 0.776320 -0.956590 0.211 -0.614 0.374
P -1.539850 -0.399898 -0.034037 1.634 -1.008 1.545
S -3.300507 -0.085647 0.703882 0.932 -0.215 -0.049
O -1.349988 -1.644039 -1.011228 -0.341 0.419 0.013
C -0.456898 -2.654956 -0.581802 0.551 -0.655 0.394
C 0.674593 -2.022714 0.235669 0.124 -0.267 -0.527
C 1.642945 -1.176030 -0.620486 0.038 -0.081 0.065
C 1.911847 0.081468 0.217926 0.139 0.034 0.123
C 1.058955 -0.116953 1.488135 0.363 0.420 0.098
N 0.090831 -1.140930 1.210519 -3.627 1.015 -1.735
H -1.214570 2.523963 1.176400 -0.014 0.011 0.176
H 0.206826 2.853465 0.171484 0.138 0.032 -0.001
H -1.175063 3.947591 0.129980 -0.084 0.182 0.025
H -1.274450 2.528497 -1.881730 -0.061 -0.057 0.112
H -2.587719 2.047964 -0.765938 0.170 0.009 -0.159
H -0.074458 -3.141933 -1.481773 -0.028 0.036 0.129
H -0.999233 -3.384324 0.028838 0.003 0.075 -0.105
H 1.207939 -2.823167 0.763720 -0.008 -0.028 -0.074
H 1.156713 -0.916384 -1.560425 0.058 0.001 -0.072
H 2.556890 -1.724594 -0.841748 0.001 -0.024 -0.094
H 2.967377 0.185435 0.467757 0.005 0.054 -0.019
H 1.602683 0.976850 -0.315208 0.020 0.033 -0.046
H 1.678618 -0.492994 2.312063 0.027 0.135 -0.008
H 0.572740 0.797864 1.830693 0.062 -0.028 0.062
```
Positions in Å, forces in eV/Å.

Computed properties:
**LUMO**: 0.71 eV
**SMILES**: CCO[P@@]1(=S)OC[C@H]2CCCN21



Record 6
An isolated molecule of C16H16N4O3 in a non-equilibrium geometry. Source: OMol25; level of theory: ωB97M-V/def2-TZVPD.

The geometry in XYZ format:
```
39
Properties=species:S:1:pos:R:3:forces:R:3
C -0.747903 -3.661391 0.082482 -0.362 0.265 -0.008
C -2.156298 -3.088315 0.059633 0.104 -0.429 0.011
O -2.044527 -1.678635 0.033399 -0.041 0.375 -0.009
C -3.188211 -0.924946 0.006265 -0.095 0.166 -0.004
C -4.477002 -1.431014 -0.006375 0.233 -0.156 0.006
C -5.563344 -0.567871 -0.035900 -0.091 0.121 -0.002
C -5.370289 0.798867 -0.052349 -0.090 -0.167 0.001
C -4.086470 1.320460 -0.038989 0.075 0.075 0.000
C -2.993076 0.470761 -0.009751 -0.182 -0.111 0.000
N -1.664853 0.912152 0.005732 0.081 -0.648 0.009
C -1.192166 2.173652 -0.001770 0.572 -0.281 0.005
O -1.847428 3.190304 -0.022565 0.052 0.207 0.001
C 0.341026 2.250762 0.021226 -0.124 1.036 -0.001
O 0.906599 0.952353 0.019295 0.412 -0.510 0.007
N 2.280026 0.966521 0.022524 0.233 -0.377 -0.024
N 2.999417 2.075358 0.062271 -0.892 0.903 0.036
N 4.240238 1.784641 0.055122 0.836 0.297 0.011
C 4.373852 0.432215 0.009126 -1.072 -0.678 -0.025
C 5.495094 -0.400836 -0.017763 -0.085 -0.007 0.000
C 5.268414 -1.754219 -0.065708 0.286 0.065 0.004
C 3.972123 -2.296747 -0.086872 -0.251 0.006 0.000
C 2.850161 -1.503497 -0.061142 -0.121 -0.191 -0.009
C 3.073344 -0.132289 -0.013420 0.584 0.232 0.009
H -0.791945 -4.746113 0.113328 0.021 -0.114 0.002
H -0.207580 -3.354754 -0.809732 0.074 -0.007 -0.084
H -0.215089 -3.303563 0.960039 0.073 -0.005 0.084
H -2.694002 -3.439948 -0.831183 -0.004 0.078 0.129
H -2.709386 -3.404610 0.954335 -0.002 0.072 -0.132
H -4.650065 -2.495385 0.006409 0.039 -0.095 0.002
H -6.561358 -0.978737 -0.045816 -0.085 -0.035 -0.001
H -6.216336 1.467582 -0.075412 -0.073 0.069 -0.002
H -3.921993 2.384605 -0.050892 0.023 0.030 0.000
H -0.990340 0.156913 0.024518 -0.029 0.195 -0.003
H 0.649984 2.806041 0.915234 -0.099 -0.097 -0.149
H 0.675270 2.820121 -0.854493 -0.102 -0.102 0.141
H 6.487612 0.017879 -0.001045 0.141 0.029 0.001
H 6.108059 -2.432646 -0.088096 0.079 -0.034 -0.001
H 3.860240 -3.369931 -0.124618 -0.030 -0.083 -0.003
H 1.851633 -1.909512 -0.076793 -0.087 -0.092 -0.003
```
Positions in Å, forces in eV/Å.

Computed properties:
**LUMO**: 0.45 eV
**SMILES**: CCOc1ccccc1NC(=O)COn1nnc2ccccc21



Question: What is the formula in the sixth record?
Answer: C16H16N4O3



Question: Which formula does entry 6 have?
Answer: C16H16N4O3